No. 1
Formula: C5H8N2
Source: the Open Molecules 2025 dataset
Level of theory: the ωB97M-V functional and the def2-TZVPD basis

Summary:
Net charge: 0
Frontier orbital gap, eV: 7.8
Strongest force on any atom, eV/Å: 4.211
E_LUMO, eV: 0.13

Geometry as XYZ:
```
15
C5H8N2, DFT the ωB97M-V functional and the def2-TZVPD basis
C 0.986 -0.194 1.450
C 0.849 -0.418 -1.215
N 1.381 0.655 0.297
C -0.249 0.256 0.752
C -0.468 -0.440 -0.628
C -1.669 -0.583 -1.181
N -1.212 0.891 1.396
H 1.527 1.638 0.527
H -1.736 1.487 0.751
H 1.288 -1.237 1.402
H 1.143 0.264 2.422
H 1.023 0.168 -2.114
H 1.486 -1.280 -1.038
H -1.794 -0.862 -2.221
H -2.554 -0.345 -0.600
```

In elementary charge units, the natural (NBO) charges are: atom 1 (C): -0.28, atom 2 (C): -0.07, atom 3 (N): -0.63, atom 4 (C): 0.30, atom 5 (C): -0.15, atom 6 (C): -0.36, atom 7 (N): -0.84, atom 8 (H): 0.41, atom 9 (H): 0.32, atom 10 (H): 0.19, atom 11 (H): 0.24, atom 12 (H): 0.23, atom 13 (H): 0.22, atom 14 (H): 0.20, atom 15 (H): 0.23

=====

No. 2
Formula: C20H35F13NO5P2S
Source: the Open Molecules 2025 dataset
Level of theory: the ωB97M-V functional and the def2-TZVPD basis

Summary:
Net charge: -1
Frontier orbital gap, eV: 4.1
Strongest force on any atom, eV/Å: 7.995
E_LUMO, eV: -1.00

Geometry as XYZ:
```
77
C20H35F13NO5P2S, DFT the ωB97M-V functional and the def2-TZVPD basis
C 1.961 2.156 3.948
C 1.263 0.911 3.078
C 2.499 0.026 2.379
P 2.369 -0.147 0.476
C 2.246 -0.435 -1.410
C 2.387 0.810 -2.411
N 3.614 0.984 -3.068
C 2.662 1.746 0.333
C 1.404 2.726 0.165
C -0.011 2.250 -0.413
P -1.210 3.686 -0.960
O -0.964 5.035 -0.176
O -2.832 3.020 -0.670
C -3.781 4.087 -0.328
C -5.293 3.373 -0.393
O -1.103 3.850 -2.708
C -1.657 2.674 -3.395
C -0.592 2.144 -4.570
C 2.022 -2.060 0.615
C 0.390 -2.262 0.802
C -0.131 -3.783 0.975
F 1.098 -4.651 1.153
F -0.798 -3.865 2.329
C -0.949 -4.459 -0.234
F -1.087 -5.930 0.088
F -0.005 -4.458 -1.419
C -2.350 -3.912 -0.741
F -2.067 -3.148 -2.022
F -3.123 -5.112 -1.248
C -3.303 -2.959 0.120
F -4.304 -2.399 -0.874
F -2.681 -1.715 0.691
S -4.345 -3.695 1.473
F -5.379 -2.287 1.349
F -5.451 -4.460 0.384
F -3.386 -5.086 1.676
F -3.486 -2.793 2.702
F -5.343 -4.276 2.751
C 4.252 -0.369 0.298
C 4.861 -1.868 0.282
O 5.059 -2.631 -0.810
O 5.278 -2.467 1.585
H 2.221 3.070 3.241
H 1.156 2.527 4.744
H 2.934 1.797 4.533
H 0.690 0.264 3.902
H 0.452 1.267 2.326
H 2.396 -1.014 2.958
H 3.556 0.428 2.764
H 0.945 -0.014 0.646
H 1.182 -0.943 -1.596
H 3.076 -1.223 -1.757
H 1.567 1.605 -2.733
H 3.572 1.829 -3.688
H 3.136 2.039 1.398
H 3.595 2.041 -0.359
H 1.770 3.637 -0.520
H 1.176 3.253 1.215
H -0.042 1.483 -1.286
H -0.606 1.725 0.481
H -3.706 4.929 -1.136
H -3.639 4.496 0.765
H -5.255 2.212 -0.230
H -5.985 3.825 0.455
H -5.734 3.591 -1.465
H -1.820 1.732 -2.696
H -2.672 2.903 -3.980
H -1.158 2.115 -5.595
H -0.201 1.045 -4.316
H 0.357 2.860 -4.651
H 2.286 -2.658 -0.352
H 2.527 -2.584 1.516
H -0.202 -1.745 -0.074
H 0.113 -1.663 1.797
H 4.532 0.118 -0.757
H 4.905 0.262 1.073
H 5.142 -3.460 1.575
```

In elementary charge units, the Löwdin charges are: atom 1 (C): -0.17, atom 2 (C): -0.27, atom 3 (C): -0.33, atom 4 (P): 0.48, atom 5 (C): -0.30, atom 6 (C): -0.22, atom 7 (N): 0.01, atom 8 (C): -0.32, atom 9 (C): -0.27, atom 10 (C): -0.25, atom 11 (P): 0.80, atom 12 (O): -0.37, atom 13 (O): -0.33, atom 14 (C): -0.28, atom 15 (C): -0.10, atom 16 (O): -0.30, atom 17 (C): -0.30, atom 18 (C): -0.11, atom 19 (C): -0.29, atom 20 (C): -0.14, atom 21 (C): -0.18, atom 22 (F): -0.02, atom 23 (F): -0.03, atom 24 (C): -0.10, atom 25 (F): 0.01, atom 26 (F): 0.03, atom 27 (C): -0.10, atom 28 (F): 0.03, atom 29 (F): 0.03, atom 30 (C): -0.20, atom 31 (F): 0.00, atom 32 (F): 0.03, atom 33 (S): 1.10, atom 34 (F): -0.21, atom 35 (F): -0.18, atom 36 (F): -0.17, atom 37 (F): -0.20, atom 38 (F): -0.19, atom 39 (C): -0.23, atom 40 (C): -0.32, atom 41 (O): -0.08, atom 42 (O): -0.05, atom 43 (H): 0.06, atom 44 (H): 0.07, atom 45 (H): 0.08, atom 46 (H): 0.10, atom 47 (H): 0.07, atom 48 (H): 0.09, atom 49 (H): 0.08, atom 50 (H): -0.01, atom 51 (H): 0.09, atom 52 (H): 0.10, atom 53 (H): 0.09, atom 54 (H): 0.01, atom 55 (H): 0.08, atom 56 (H): 0.10, atom 57 (H): 0.12, atom 58 (H): 0.11, atom 59 (H): 0.07, atom 60 (H): 0.10, atom 61 (H): 0.12, atom 62 (H): 0.13, atom 63 (H): 0.08, atom 64 (H): 0.08, atom 65 (H): 0.07, atom 66 (H): 0.11, atom 67 (H): 0.13, atom 68 (H): 0.07, atom 69 (H): 0.08, atom 70 (H): 0.09, atom 71 (H): 0.09, atom 72 (H): 0.08, atom 73 (H): 0.11, atom 74 (H): 0.14, atom 75 (H): 0.10, atom 76 (H): 0.11, atom 77 (H): 0.11

=====

No. 3
Formula: C18H18ClF5FeN3O5SbTe
Source: the Open Molecules 2025 dataset
Level of theory: the ωB97M-V functional and the def2-TZVPD basis

Summary:
Net charge: 0
<S²>: 6.009
Frontier orbital gap (spin up / spin down), eV: 8.8 / 8.5
Strongest force on any atom, eV/Å: 6.345
Multiplicity: 5
E_LUMO (spin up / spin down), eV: -0.85 / -1.20

Geometry as XYZ:
```
53
C18H18ClF5FeN3O5SbTe, DFT the ωB97M-V functional and the def2-TZVPD basis
Fe 9.018 8.011 8.586
C 7.000 10.774 8.956
C 7.495 10.645 7.564
C 7.277 11.547 6.538
C 7.398 11.192 5.231
C 7.816 9.915 4.927
C 8.027 9.020 5.962
N 7.864 9.360 7.249
Sb 8.056 7.034 5.455
C 7.003 6.291 7.261
C 5.969 5.436 7.017
C 5.399 4.750 8.101
C 5.916 4.908 9.346
C 6.938 5.854 9.534
C 7.505 6.110 10.875
N 7.442 6.563 8.500
C 9.961 6.429 6.147
C 10.806 5.664 5.394
C 12.020 5.198 5.944
C 12.275 5.550 7.228
C 11.429 6.379 7.949
C 11.852 6.843 9.288
N 10.258 6.807 7.430
H 7.659 10.243 9.634
H 5.544 9.694 8.156
H 6.911 11.810 9.319
H 7.030 12.578 6.773
H 7.158 11.905 4.452
H 7.879 9.595 3.885
H 5.622 5.246 5.992
H 4.548 4.081 7.995
H 5.456 4.397 10.194
H 6.891 5.697 11.659
H 7.726 7.168 11.061
H 8.471 5.589 11.046
H 10.603 5.441 4.377
H 12.767 4.639 5.402
H 13.201 5.252 7.684
H 11.081 7.286 9.874
H 12.686 7.589 9.209
H 12.189 5.999 9.866
O 10.584 9.911 11.618
Cl 9.536 9.191 11.017
O 5.689 10.171 8.974
O 9.657 7.748 11.253
O 9.947 9.405 9.500
F 12.608 7.689 4.257
Te 13.019 9.157 5.330
F 14.829 9.264 4.674
F 11.133 9.399 5.388
F 13.039 9.919 3.617
F 13.207 10.851 6.055
O 13.357 8.153 6.633
```

In elementary charge units, the natural (NBO) charges are: atom 1 (Fe): 1.51, atom 2 (C): -0.10, atom 3 (C): 0.21, atom 4 (C): -0.22, atom 5 (C): -0.13, atom 6 (C): -0.22, atom 7 (C): -0.13, atom 8 (N): -0.59, atom 9 (Sb): 1.10, atom 10 (C): -0.06, atom 11 (C): -0.28, atom 12 (C): -0.12, atom 13 (C): -0.25, atom 14 (C): 0.28, atom 15 (C): -0.67, atom 16 (N): -0.62, atom 17 (C): -0.11, atom 18 (C): -0.24, atom 19 (C): -0.10, atom 20 (C): -0.20, atom 21 (C): 0.29, atom 22 (C): -0.68, atom 23 (N): -0.65, atom 24 (H): 0.17, atom 25 (H): 0.47, atom 26 (H): 0.20, atom 27 (H): 0.23, atom 28 (H): 0.23, atom 29 (H): 0.24, atom 30 (H): 0.24, atom 31 (H): 0.23, atom 32 (H): 0.23, atom 33 (H): 0.23, atom 34 (H): 0.25, atom 35 (H): 0.25, atom 36 (H): 0.23, atom 37 (H): 0.24, atom 38 (H): 0.23, atom 39 (H): 0.22, atom 40 (H): 0.28, atom 41 (H): 0.23, atom 42 (O): -0.79, atom 43 (Cl): 1.86, atom 44 (O): -0.70, atom 45 (O): -0.86, atom 46 (O): -0.96, atom 47 (F): -0.67, atom 48 (Te): 3.46, atom 49 (F): -0.66, atom 50 (F): -0.67, atom 51 (F): -0.62, atom 52 (F): -0.63, atom 53 (O): -1.19

=====

No. 4
Formula: H11LiO6
Source: the Open Molecules 2025 dataset
Level of theory: the ωB97M-V functional and the def2-TZVPD basis

Summary:
Net charge: 0
Frontier orbital gap, eV: 8.6
Strongest force on any atom, eV/Å: 13.078
E_LUMO, eV: -1.37

Geometry as XYZ:
```
18
H11LiO6, DFT the ωB97M-V functional and the def2-TZVPD basis
Li 2.776 18.641 33.554
O 3.784 18.007 32.001
H 3.467 17.433 31.275
O 6.586 16.783 29.962
H 7.669 16.723 29.632
H 6.237 17.217 30.658
O 6.370 18.928 32.039
H 5.320 18.574 32.109
H 6.908 18.359 32.309
O 4.855 16.003 33.672
H 4.502 16.683 33.199
H 4.279 15.442 32.978
O 1.374 16.949 29.429
H 2.019 17.574 29.084
H 0.663 17.420 29.016
O 3.674 19.905 30.300
H 4.032 19.166 29.607
H 3.716 19.263 31.143
```

In elementary charge units, the natural (NBO) charges are: atom 1 (Li): 0.98, atom 2 (O): -1.32, atom 3 (H): 0.49, atom 4 (O): -1.01, atom 5 (H): 0.51, atom 6 (H): 0.49, atom 7 (O): -0.99, atom 8 (H): 0.50, atom 9 (H): 0.44, atom 10 (O): -0.93, atom 11 (H): 0.46, atom 12 (H): 0.45, atom 13 (O): -0.93, atom 14 (H): 0.47, atom 15 (H): 0.46, atom 16 (O): -1.00, atom 17 (H): 0.44, atom 18 (H): 0.48